93
Properties=species:S:1:pos:R:3 method="wB97M-V/def2-TZVPD" lumo_ev="0.231 / 0.267" s_squared=0.87 charge=-1 spin_multiplicity=2 relative_energy_kj_mol=86.6 max_force_ev_per_a=3.5
Re -0.585 -1.732 0.875
O 5.110 -1.499 6.018
N 4.940 -1.555 4.782
O 5.907 -1.578 3.989
C 3.630 -1.583 4.293
C 2.592 -1.388 5.216
C 1.254 -1.384 4.830
C 0.173 -1.227 5.738
C -1.110 -1.247 5.264
C -1.353 -1.410 3.897
N -0.363 -1.562 3.023
C 0.912 -1.554 3.465
C 1.963 -1.803 2.514
N 1.564 -2.064 1.253
C 2.447 -2.481 0.356
C 3.792 -2.577 0.656
C 4.243 -2.218 1.912
C 3.321 -1.847 2.908
H 2.856 -1.240 6.251
H 0.381 -1.092 6.792
H -1.954 -1.133 5.931
H -2.358 -1.419 3.498
H 2.045 -2.759 -0.609
H 4.489 -2.919 -0.096
H 5.294 -2.235 2.141
C -2.611 3.284 -3.366
C -2.335 2.461 -2.121
C -3.323 2.784 -1.000
O -1.008 2.693 -1.699
C -0.423 1.472 -1.251
C -1.519 0.424 -1.556
O -2.386 1.096 -2.460
C -1.032 -0.925 -2.145
O -0.387 -1.676 -1.161
C -2.222 -1.782 -2.629
C -3.536 -1.549 -2.242
C -4.547 -2.418 -2.632
C -4.263 -3.531 -3.405
C -2.950 -3.779 -3.782
C -1.941 -2.914 -3.393
C -0.091 -0.693 -3.340
C 1.182 -1.249 -3.350
C 2.035 -1.070 -4.431
C 1.619 -0.332 -5.528
C 0.343 0.213 -5.534
C -0.509 0.030 -4.456
C 0.039 1.472 0.279
O -0.374 0.323 0.913
C -0.552 2.689 1.008
C -1.371 2.486 2.106
C -1.857 3.566 2.837
C -1.537 4.858 2.459
C -0.719 5.068 1.354
C -0.223 3.993 0.637
C 1.588 1.561 0.381
C 2.206 2.218 1.447
C 3.588 2.272 1.550
C 4.388 1.657 0.599
C 3.786 0.961 -0.435
C 2.403 0.901 -0.531
H -2.547 4.344 -3.122
H -3.608 3.052 -3.740
H -1.870 3.045 -4.129
H -3.226 3.833 -0.719
H -3.114 2.169 -0.124
H -4.339 2.583 -1.340
H 0.447 1.313 -1.886
H -2.059 0.193 -0.634
H -3.787 -0.696 -1.630
H -5.566 -2.222 -2.319
H -5.055 -4.206 -3.706
H -2.710 -4.650 -4.382
H -0.917 -3.120 -3.678
H 1.492 -1.840 -2.501
H 3.026 -1.508 -4.414
H 2.278 -0.195 -6.377
H 0.007 0.784 -6.392
H -1.507 0.444 -4.473
H -1.614 1.468 2.385
H -2.481 3.394 3.705
H -1.896 5.703 3.035
H -0.463 6.077 1.051
H 0.433 4.159 -0.205
H 1.606 2.689 2.213
H 4.041 2.803 2.379
H 5.468 1.706 0.673
H 4.393 0.452 -1.175
H 1.954 0.334 -1.337
C -0.837 -3.684 0.927
H -1.552 -4.267 0.346
H -0.227 -4.354 1.543
N -3.780 -1.341 1.040
C -2.638 -1.519 0.967


60
Properties=species:S:1:pos:R:3 method="wB97M-V/def2-TZVPD" lumo_ev=7.098 s_squared=0.76 charge=-5 spin_multiplicity=2 max_force_ev_per_a=8.0
Zn 2.930 0.248 -1.075
Zn -1.104 -2.802 -0.010
Zn -1.427 0.749 3.030
Zn -1.245 1.255 -2.654
S 1.499 2.864 -2.334
O 2.118 1.546 -2.363
O 0.041 2.716 -2.552
O 1.835 3.389 -1.001
O 2.028 3.772 -3.358
S -0.021 0.280 0.212
O 1.396 0.503 0.026
O -0.204 -1.168 0.345
O -0.341 0.952 1.452
O -0.774 0.843 -0.859
S 5.191 -1.457 0.546
O 5.194 -1.587 2.008
O 5.321 -2.778 -0.038
O 3.925 -0.775 0.212
O 6.329 -0.624 0.141
S -3.394 -1.744 2.001
O -2.628 -2.582 1.161
O -2.679 -0.551 2.374
O -4.648 -1.376 1.297
O -3.749 -2.407 3.250
S -3.841 2.994 -1.256
O -4.262 2.150 -0.169
O -3.410 4.217 -0.627
O -2.775 2.337 -2.047
O -5.032 3.203 -2.093
S 1.500 -2.657 -2.040
O 2.691 -3.465 -2.163
O 0.982 -2.685 -3.418
O 0.477 -3.235 -1.130
O 1.928 -1.281 -1.712
S -2.519 -1.745 -2.898
O -1.654 -2.381 -3.895
O -2.080 -2.201 -1.563
O -2.387 -0.277 -2.993
O -3.923 -1.970 -3.128
O -0.336 -3.814 1.583
H 0.416 -4.172 2.055
H -1.047 -3.821 2.224
O -0.725 3.515 0.175
H -0.898 2.896 -0.534
H -1.589 3.843 0.424
O -0.607 2.507 3.800
H -0.163 2.447 4.646
H -0.462 3.409 3.516
O 2.105 -1.362 2.056
H 1.415 -1.176 1.419
H 2.875 -1.563 1.523
O 1.603 2.935 1.639
H 1.583 2.040 1.300
H 2.042 2.861 2.486
O 0.298 0.132 -3.420
H 1.020 0.578 -2.978
H 0.593 -0.775 -3.506
O -0.032 -0.598 3.630
H -0.011 -1.293 4.289
H 0.631 -0.856 2.989


17
Properties=species:S:1:pos:R:3 method="wB97M-V/def2-TZVPD" smiles="[H]/N=C(/N)N1C[C@@H]1CS" lumo_ev=0.847 spin_multiplicity=1 relative_energy_kj_mol=124.5 max_force_ev_per_a=2.7
H -0.061 -2.873 -0.133
N 0.775 -2.580 -0.663
C 0.669 -1.319 -0.721
N 1.634 -0.530 -1.352
N -0.370 -0.571 -0.098
C -0.719 -0.724 1.249
C -0.047 0.514 0.784
C -0.786 1.806 0.642
S -0.404 2.656 -0.937
H 1.420 0.443 -1.616
H 2.084 -1.098 -2.083
H -1.728 -0.626 1.587
H -0.058 -1.436 1.820
H 0.976 0.592 1.152
H -1.933 1.594 0.585
H -0.645 2.590 1.411
H -0.809 1.565 -1.627


79
Properties=species:S:1:pos:R:3 method="wB97M-V/def2-TZVPD" lumo_ev=-3.646 charge=+1 spin_multiplicity=1 relative_energy_kj_mol=83.5 max_force_ev_per_a=3.2
Ce 0.370 -1.055 0.274
C -3.166 -4.565 1.016
C -2.292 -3.477 0.531
N -2.300 -2.254 0.900
O -3.279 -1.918 1.769
C -1.360 -3.779 -0.617
C -1.496 -4.906 -1.587
N -0.490 -2.853 -0.707
O 0.341 -2.512 -1.637
H -3.766 -4.224 1.869
H -2.511 -5.402 1.290
H -3.875 -4.921 0.260
H -3.005 -1.060 2.122
H -2.078 -4.617 -2.564
H -2.016 -5.821 -1.087
H -0.543 -5.222 -2.015
O 1.866 -0.753 2.194
C 1.005 -1.429 2.806
O 0.476 -2.404 2.212
C 0.420 -0.812 4.056
C 0.800 -1.063 5.383
C 0.154 -0.378 6.386
C -0.864 0.521 6.128
C -1.186 0.791 4.834
C -0.506 0.173 3.763
S -0.936 0.607 2.088
H 1.597 -1.734 5.714
H 0.469 -0.661 7.401
H -1.351 1.032 6.973
H -1.910 1.564 4.682
O 3.152 6.405 -1.450
C 2.356 5.677 -2.295
O 1.774 6.204 -3.181
C 2.272 4.231 -1.979
C 2.607 3.293 -2.955
C 2.662 1.954 -2.598
C 2.288 1.597 -1.295
C 1.927 2.525 -0.339
C 1.958 3.884 -0.670
N 2.403 0.236 -0.828
C 3.540 -0.327 -0.811
C 3.723 -1.738 -0.523
C 4.935 -2.302 -0.900
C 5.106 -3.687 -0.697
C 4.038 -4.357 -0.108
C 2.842 -3.725 0.154
N 2.638 -2.407 -0.082
H 3.393 5.870 -0.687
H 2.878 3.627 -3.951
H 2.912 1.130 -3.268
H 1.642 2.226 0.681
H 1.802 4.627 0.130
H 4.449 0.236 -1.129
H 5.757 -1.768 -1.329
H 5.989 -4.197 -0.959
H 4.070 -5.407 0.116
H 2.025 -4.307 0.515
C -3.963 0.281 -0.564
C -3.784 0.852 -1.980
C -2.645 0.278 -2.829
S -1.019 0.955 -2.459
O -0.686 0.434 -0.993
C -1.326 2.718 -2.301
C -1.550 3.304 -0.888
C -1.838 4.771 -0.943
H -4.500 0.990 0.079
H -2.956 0.142 -0.151
H -4.503 -0.598 -0.557
H -3.684 1.911 -2.037
H -4.707 0.602 -2.509
H -2.738 0.562 -3.879
H -2.514 -0.831 -2.780
H -2.210 2.934 -2.920
H -0.406 3.123 -2.771
H -0.667 3.122 -0.322
H -2.344 2.710 -0.418
H -1.008 5.232 -1.419
H -1.830 5.183 0.073
H -2.825 4.957 -1.431


12
Properties=species:S:1:pos:R:3 method="wB97M-V/def2-TZVPD" smiles=CCS.O lumo_ev=0.584 spin_multiplicity=1 relative_energy_kj_mol=86.6 max_force_ev_per_a=4.4
C -0.601 -0.789 0.935
C 0.835 -0.268 0.939
S 1.787 -1.248 -0.289
H -0.599 -1.798 1.270
H -1.094 -0.777 -0.123
H -1.103 -0.133 1.724
H 0.722 0.794 0.676
H 1.301 -0.419 1.995
H 2.888 -0.491 -0.317
O -1.665 1.719 -2.548
H -0.730 1.436 -2.764
H -1.740 1.973 -1.497


80
Properties=species:S:1:pos:R:3 method="wB97M-V/def2-TZVPD" smiles="CC(=O)OCC[C@@H](CCC(=O)O)OC(=O)Br.COP(=O)(OC)OC.COP(=O)(OC)OC.COP(=O)(OC)OC" lumo_ev=-3.005 spin_multiplicity=1 max_force_ev_per_a=10.4
C 8.567 5.729 -4.447
C 6.941 5.915 -4.786
O 6.651 6.802 -5.742
O 5.981 5.081 -4.042
C 4.833 4.750 -4.900
C 3.759 3.695 -4.247
C 2.275 4.088 -4.912
C 1.760 5.414 -4.091
C 0.191 5.817 -4.340
C 0.171 7.414 -4.760
O 0.383 8.297 -3.752
O -0.013 7.946 -6.120
O 2.516 4.304 -6.347
C 1.283 4.210 -7.144
O 0.361 3.247 -7.080
Br 1.003 5.689 -8.521
H 9.098 5.788 -5.511
H 8.837 6.669 -3.763
H 8.752 4.706 -3.909
H 5.151 4.287 -5.952
H 4.313 5.789 -5.175
H 4.001 2.555 -4.499
H 3.668 3.751 -3.081
H 1.468 3.241 -4.716
H 2.416 6.383 -4.280
H 1.885 5.181 -2.928
H -0.365 5.685 -3.296
H -0.384 5.140 -5.101
H 0.828 8.502 -6.292
C -2.055 -1.332 -0.577
O -0.962 -0.453 -0.754
P -1.060 0.542 -2.166
O 0.443 0.327 -2.385
O -1.234 1.880 -1.223
C -2.406 2.007 -0.450
O -1.158 1.536 -3.578
C -0.535 1.046 -4.751
H -1.672 -2.346 -0.426
H -2.618 -1.028 0.309
H -2.718 -1.326 -1.447
H -2.218 1.618 0.554
H -3.241 1.466 -0.903
H -2.666 3.065 -0.370
H -0.691 -0.033 -4.848
H 0.534 1.276 -4.732
H -0.979 1.545 -5.615
C -0.217 -4.273 2.667
O -0.980 -3.338 3.403
P -0.139 -2.609 4.728
O -1.423 -2.716 5.562
O -0.172 -1.154 3.960
C 0.569 -1.008 2.769
O 0.701 -1.879 6.053
C 0.562 -2.499 7.318
H -0.782 -5.208 2.589
H -0.039 -3.879 1.663
H 0.743 -4.476 3.151
H -0.084 -1.204 1.913
H 1.420 -1.693 2.744
H 0.934 0.019 2.699
H 0.572 -3.589 7.217
H -0.364 -2.170 7.797
H 1.401 -2.196 7.947
C -2.255 -7.543 7.236
O -2.883 -7.992 6.052
P -4.557 -7.575 5.923
O -4.826 -8.965 5.333
O -4.218 -6.565 4.668
C -3.443 -5.415 4.924
O -6.231 -7.157 5.794
C -7.166 -8.109 6.264
H -1.751 -8.390 7.713
H -1.512 -6.783 6.982
H -2.980 -7.119 7.938
H -2.392 -5.636 4.716
H -3.551 -5.086 5.961
H -3.767 -4.611 4.259
H -6.805 -8.584 7.182
H -7.352 -8.864 5.495
H -8.106 -7.598 6.478